Record 1
Here is one molecule with the formula C4H8O2 in a non-equilibrium geometry from the OMol25 dataset. Energies are from the ωB97M-V functional and the def2-TZVPD basis.

HOMO level = -8.94 eV
net charge = 0
LUMO energy = 0.92 eV
electronic energy = -8370.126 eV
energy above the lowest of the compared OMol25 structures with the same formula, charge and spin = 72.78 kcal per mole
SMILES = O[C@H]1C[C@@H](O)C1

Structure (XYZ):
```
14
C4H8O2 (the ωB97M-V functional and the def2-TZVPD basis)
O -1.3348 0.8711 1.5073
C -0.1282 0.3674 1.1391
C 0.1008 -0.9432 0.4307
C 0.6915 -0.1899 -0.7699
O 0.3452 -0.6411 -2.0539
C 0.0226 1.1157 -0.4043
H -2.1160 0.4751 1.1263
H 0.3584 0.3666 2.1293
H -0.8368 -1.4317 0.1578
H 0.7551 -1.6700 0.9136
H 1.7779 -0.0865 -0.6511
H 0.7073 -1.5309 -2.1467
H -0.9206 1.2490 -0.9912
H 0.5776 2.0485 -0.3867
```

=====

Record 2
Here is a 4-piece molecular cluster, C3H14NO4 overall in a non-equilibrium geometry from the OMol25 dataset. Energies are from the ωB97M-V functional and the def2-TZVPD basis.

HOMO level = -13.89 eV
net charge = +1
LUMO energy = -3.28 eV
electronic energy = -13011.620 eV
energy above the lowest of the compared OMol25 structures with the same formula, charge and spin = 23.26 kcal per mole

Structure (XYZ):
```
22
C3H14NO4 (the ωB97M-V functional and the def2-TZVPD basis)
C -1.7827 0.3836 -1.7980
C -2.1533 -0.3829 -0.5723
C -0.9704 -1.1679 0.0064
O -0.1051 -1.5766 -0.7206
N -1.0197 1.6255 -1.4021
H -2.5690 0.7224 -2.4677
H -1.0492 -0.1613 -2.3966
H -2.9506 -1.1049 -0.7360
H -2.5818 0.2453 0.2128
H -1.0066 -1.2981 1.0947
H -0.1654 1.4294 -0.8658
H -1.5079 2.3512 -0.8801
H -0.6319 2.0443 -2.2427
H 2.0702 -0.1957 -1.2468
H 2.2381 1.1976 -1.8430
O 1.6589 0.6771 -1.2743
H 0.6071 1.4169 1.0399
H 0.5900 1.4874 2.5594
O 0.0616 1.7308 1.7845
H 2.9475 -2.7038 3.4404
H 3.7099 -1.4914 3.8684
O 3.0268 -1.7630 3.2443
```

=====

Record 3
Here is C51H53BBiClN9O2SSeSi as an isolated structure in a non-equilibrium geometry from the OMol25 dataset. Energies are from the ωB97M-V functional and the def2-TZVPD basis.

HOMO level = -4.91 eV
net charge = -1
LUMO energy = 2.27 eV
electronic energy = -174360.029 eV
energy above the lowest of the compared OMol25 structures with the same formula, charge and spin = 20.02 kcal per mole

Structure (XYZ):
```
121
C51H53BBiClN9O2SSeSi (the ωB97M-V functional and the def2-TZVPD basis)
Bi 0.6014 -0.2665 -0.3856
C 0.5797 5.3263 1.3515
C 0.5913 4.2492 0.3242
C 0.7864 4.4268 -1.0275
C 0.7015 3.1452 -1.5930
N 0.4810 2.2643 -0.6136
N 0.4048 2.9282 0.5451
B 0.0073 2.3180 1.9128
N 1.0738 1.3799 2.5180
N 1.2630 0.1031 2.1600
C 2.1572 -0.4353 2.9936
C 2.5464 0.5378 3.9274
C 1.8358 1.6702 3.5972
C 1.8700 2.9671 4.3270
C 2.5557 -1.8352 3.0092
C 3.6781 -2.2371 3.7335
C 4.0105 -3.5741 3.8346
C 3.2356 -4.5361 3.2069
C 2.1266 -4.1468 2.4745
C 1.7889 -2.8104 2.3785
N -1.3649 1.6213 1.8416
N -1.6703 0.5528 1.1013
C -2.9468 0.2444 1.3341
C -3.4775 1.1559 2.2685
C -2.4461 2.0179 2.5577
C -2.5035 3.1771 3.4911
C -3.6851 -0.8489 0.7160
C -4.9218 -1.2330 1.2385
C -5.6561 -2.2510 0.6612
C -5.1678 -2.9177 -0.4501
C -3.9447 -2.5462 -0.9827
C -3.2148 -1.5224 -0.4083
C 0.7964 2.8562 -3.0197
C 0.5764 3.8802 -3.9439
C 0.7263 3.6571 -5.2991
C 1.0617 2.3986 -5.7721
C 1.2701 1.3712 -4.8684
C 1.1560 1.6062 -3.5123
H 0.7628 6.2800 0.8624
H -0.3796 5.3808 1.8615
H 1.3487 5.1674 2.1033
H 0.9972 5.3509 -1.5261
H -0.1014 3.2250 2.6628
H 3.2411 0.4343 4.7366
H 2.5453 2.8668 5.1734
H 2.2225 3.7704 3.6842
H 0.8822 3.2329 4.6986
H 4.2967 -1.4965 4.2156
H 4.8807 -3.8668 4.4071
H 3.4955 -5.5830 3.2898
H 1.5179 -4.8878 1.9740
H 0.9248 -2.5007 1.8182
H -4.4718 1.2060 2.6685
H -3.5111 3.2527 3.8958
H -1.8007 3.0564 4.3143
H -2.2682 4.1048 2.9730
H -5.3157 -0.7343 2.1108
H -6.6142 -2.5277 1.0840
H -5.7381 -3.7221 -0.8929
H -3.5545 -3.0619 -1.8492
H -2.2652 -1.2363 -0.8183
H 0.2929 4.8633 -3.5983
H 0.5945 4.4751 -5.9944
H 1.1733 2.2245 -6.8341
H 1.5429 0.3824 -5.2071
H 1.3771 0.8119 -2.8219
C -1.4874 -3.0126 -5.0692
Si -2.6572 -1.5176 -5.1344
C -2.3917 -0.5937 -6.7964
C -4.4565 -2.1897 -5.1383
C -2.5471 -0.1772 -3.7988
C -3.5309 0.7967 -3.7437
C -3.4954 1.8114 -2.7960
C -2.4523 1.8071 -1.8915
N -1.4985 0.8997 -1.9208
C -1.5213 -0.0563 -2.8461
S -0.1905 -1.1493 -2.7502
H -1.6878 -3.6869 -5.8991
H -1.5908 -3.5747 -4.1469
H -0.4505 -2.7010 -5.1271
H -2.4968 -1.2632 -7.6457
H -1.3984 -0.1558 -6.8374
H -3.1119 0.2112 -6.9198
H -4.5894 -2.9023 -5.9476
H -5.1879 -1.3993 -5.2799
H -4.6996 -2.6981 -4.2098
H -4.3430 0.7674 -4.4564
H -4.2588 2.5737 -2.7636
H -2.3627 2.5564 -1.1138
Cl 1.8825 -2.5304 -0.7597
O 0.6318 -4.8214 -2.4624
C 0.7977 -5.6281 -1.3373
N -0.3779 -6.4411 -1.1209
C -1.4438 -6.2580 -0.3073
O -2.3459 -7.0797 -0.2669
C -1.4537 -5.0547 0.5710
C -1.9208 -5.1635 1.8786
C -1.9679 -4.0303 2.6710
C -1.5201 -2.8354 2.1311
N -1.1235 -2.7126 0.8769
C -1.1153 -3.7836 0.1087
H 0.9698 -3.9299 -2.2541
H 1.0000 -5.0300 -0.4451
H 1.6394 -6.3246 -1.4942
H -0.5003 -7.1991 -1.7789
H -2.2328 -6.1257 2.2587
H -2.3220 -4.0787 3.6902
H -1.4839 -1.9319 2.7232
H -0.8507 -3.6123 -0.9243
Se 3.0781 0.7211 -0.2681
C 4.1843 0.6580 -1.8866
C 4.0911 1.6671 -2.8346
C 4.9357 1.6723 -3.9298
C 5.9098 0.6963 -4.0590
C 6.0246 -0.2935 -3.0959
C 5.1545 -0.3264 -2.0199
H 3.3617 2.4505 -2.7074
H 4.8449 2.4536 -4.6739
H 6.5863 0.7116 -4.9021
H 6.8081 -1.0366 -3.1782
H 5.2226 -1.1018 -1.2713
```

=====

Record 4
Here is a 2-piece molecular cluster, C11H12N2 overall in a non-equilibrium geometry from the OMol25 dataset. Energies are from the ωB97M-V functional and the def2-TZVPD basis.

HOMO level = -17.47 eV
net charge = +2
LUMO energy = -10.41 eV
electronic energy = -14559.226 eV
energy above the lowest of the compared OMol25 structures with the same formula, charge and spin = 69.58 kcal per mole

Structure (XYZ):
```
25
C11H12N2 (the ωB97M-V functional and the def2-TZVPD basis)
C 2.0349 -1.5873 2.2374
C 2.1429 -2.2072 0.9926
C 1.5163 -0.3683 2.4653
C 1.7275 -1.4845 -0.0876
C 1.0495 0.3815 1.3822
C -0.3138 0.6049 -1.9140
C -1.6093 0.0958 -2.3752
C -2.6480 -1.6350 1.8696
C 0.3595 0.2234 -0.9055
C -1.9516 0.1597 -3.6414
C 0.5471 1.7741 1.4003
N -1.8637 -1.1699 1.2305
N 0.9942 -0.3104 0.1097
H 2.2959 -2.1668 3.0954
H 2.7170 -3.1306 0.9146
H 1.5332 0.0601 3.5336
H 1.6992 -1.7374 -1.0881
H 0.0090 1.4709 -2.5431
H -2.2244 -0.4100 -1.6044
H -3.3514 -2.1704 2.5836
H -2.8276 -0.2846 -3.8857
H -1.6988 0.7176 -4.5019
H -0.2742 2.0123 0.6756
H 0.2087 1.9853 2.4151
H 1.4870 2.4403 1.4385
```

=====

- Among the records above, which one has the lowest HOMO level?
  C11H12N2

=====

- Which of these has the lowest HOMO level?
  C11H12N2

=====

Copy entry 1 word for word.
Here is one molecule with the formula C4H8O2 in a non-equilibrium geometry from the OMol25 dataset. Energies are from the ωB97M-V functional and the def2-TZVPD basis.

HOMO level = -8.94 eV
net charge = 0
LUMO energy = 0.92 eV
electronic energy = -8370.126 eV
energy above the lowest of the compared OMol25 structures with the same formula, charge and spin = 72.78 kcal per mole
SMILES = O[C@H]1C[C@@H](O)C1

Structure (XYZ):
```
14
C4H8O2 (the ωB97M-V functional and the def2-TZVPD basis)
O -1.3348 0.8711 1.5073
C -0.1282 0.3674 1.1391
C 0.1008 -0.9432 0.4307
C 0.6915 -0.1899 -0.7699
O 0.3452 -0.6411 -2.0539
C 0.0226 1.1157 -0.4043
H -2.1160 0.4751 1.1263
H 0.3584 0.3666 2.1293
H -0.8368 -1.4317 0.1578
H 0.7551 -1.6700 0.9136
H 1.7779 -0.0865 -0.6511
H 0.7073 -1.5309 -2.1467
H -0.9206 1.2490 -0.9912
H 0.5776 2.0485 -0.3867
```